[1]
Below is C8H16ClFeN2O7 as an isolated structure, with properties calculated with ωB97M-V with the def2-TZVPD basis set.

Geometry as XYZ:
```
35
Properties=species:S:1:pos:R:3
Fe -1.545 -0.780 -0.517
Cl -1.759 -3.188 -0.666
O -2.065 -4.527 -0.813
O -1.840 0.452 0.865
O -0.385 0.133 -1.695
O -0.508 -2.733 -1.289
O -1.688 -2.685 0.715
O 0.350 -0.765 0.516
O -2.774 -2.240 -1.273
N -1.286 1.547 2.752
N 1.570 -0.109 -2.802
C -1.010 0.701 1.815
C 0.307 -0.064 1.759
C 3.006 -0.423 -2.826
C 1.450 -0.571 -0.373
C 0.975 0.227 -4.106
C 0.867 -0.164 -1.722
C -0.356 1.829 3.857
C -2.557 2.288 2.788
H -0.945 1.952 4.763
H -0.096 0.354 -4.009
H 3.148 -1.430 -3.216
H 3.447 -0.338 -1.838
H 0.339 -0.799 2.567
H 1.431 1.148 -4.466
H -3.160 1.907 3.611
H 1.159 0.610 1.863
H 0.185 2.752 3.654
H 3.495 0.290 -3.485
H 0.337 1.007 4.012
H 2.122 0.205 -0.001
H 1.999 -1.510 -0.455
H -3.087 2.172 1.850
H 1.199 -0.584 -4.796
H -2.325 3.337 2.961
```

## Properties
Max |F| (eV/A): 0.61
Spin multiplicity: 6
HOMO level (spin up / spin down) (eV): -17.8 / -17.6
⟨S²⟩: 8.759
LUMO energy (spin up / spin down) (eV): -5.89 / -9.81
Frontier orbital gap (spin up / spin down) (hartree): 0.4375 / 0.2874
Net charge: +2

=====

[2]
Below is a 3-piece molecular cluster, C22H51NO11P2 overall at a distorted geometry, with properties calculated with ωB97M-V with the def2-TZVPD basis set.

Geometry as XYZ:
```
87
Properties=species:S:1:pos:R:3
P -0.052 2.152 -1.834
P 0.866 -5.543 -5.007
O 1.482 2.565 7.925
O -0.772 0.920 -1.059
O -0.719 2.789 7.913
O 0.952 1.238 -2.653
O 1.131 -6.782 -4.000
O 0.820 -4.304 -4.211
O -1.146 2.437 -2.994
O -0.128 3.250 -0.854
O -1.802 0.547 4.524
O 0.170 -6.322 -6.200
O 2.332 -5.470 -5.708
N 0.537 4.029 6.460
C -1.098 -7.737 -3.644
C 4.179 -4.420 -4.554
C -1.121 0.982 0.322
C 1.210 2.834 4.265
C 0.136 -7.111 -3.023
C 0.514 3.089 7.441
C -2.580 1.345 0.487
C -0.520 1.040 4.907
C 3.150 -4.303 -5.658
C 0.005 -0.884 -3.401
C 1.598 -7.973 -7.282
C -2.193 5.945 4.562
C -0.980 5.734 7.425
C -0.218 2.308 4.105
C -2.870 1.243 5.124
C 0.781 -6.714 -7.442
C 1.515 3.845 5.404
C 0.166 3.437 -4.805
C -0.988 3.586 -3.831
C 1.068 -0.197 -2.582
C -0.696 4.803 6.216
C -0.714 5.627 4.927
H 0.973 -8.788 -6.916
H 4.839 -5.268 -4.740
H 2.434 3.509 5.884
H 2.407 -7.840 -6.567
H -0.601 2.059 8.535
H -0.313 1.975 3.067
H -0.128 -6.217 -2.453
H -3.463 1.763 4.364
H 1.354 -5.900 -7.878
H 1.797 4.798 4.960
H -0.473 1.670 0.862
H 2.549 -3.402 -5.550
H 1.124 3.408 -4.281
H -2.901 5.339 5.126
H -0.046 -6.905 -8.128
H -0.948 -0.015 0.736
H -0.294 5.115 4.066
H -2.356 5.700 3.512
H 1.491 3.311 3.324
H 2.049 -0.433 -2.997
H -0.997 -0.639 -3.052
H 0.236 0.297 4.661
H -2.550 1.994 5.851
H 3.698 -4.594 -3.590
H -2.016 5.602 7.735
H -2.806 2.289 -0.011
H -1.630 -7.021 -4.274
H 1.085 -0.543 -1.551
H -0.860 4.478 -3.212
H 4.782 -3.514 -4.486
H -2.433 7.001 4.672
H -1.923 3.696 -4.379
H 3.656 -4.238 -6.625
H -0.240 6.589 5.113
H 0.077 2.508 -5.368
H 0.604 -7.815 -2.336
H -0.824 -8.583 -4.275
H -0.313 5.513 8.255
H -0.568 1.232 5.981
H -2.839 1.433 1.543
H 0.188 4.276 -5.502
H -0.842 6.779 7.148
H 0.134 -1.966 -3.350
H -1.011 3.043 4.237
H 1.877 1.972 4.348
H -3.548 0.554 5.635
H -3.213 0.583 0.030
H 0.067 -0.572 -4.445
H -1.783 -8.079 -2.868
H 2.026 -8.261 -8.243
H -1.544 4.118 6.170
```

## Properties
Max |F| (eV/A): 5.61
Spin multiplicity: 1
HOMO level (eV): -9.2
Structure (SMILES): CC[C@H](C)N(CCCCOC)C(=O)O.CCOP(=O)(OCC)OCC.CCOP(=O)(OCC)OCC
LUMO energy (eV): 0.67
Frontier orbital gap (hartree): 0.3614

=====

[3]
Below is one molecule with the formula C14H6BF17O5 at a distorted geometry, with properties calculated with ωB97M-V with the def2-TZVPD basis set.

Geometry as XYZ:
```
43
Properties=species:S:1:pos:R:3
F 2.143 -0.133 -3.717
F 0.986 -3.447 -1.611
F 2.674 -0.613 1.051
F 1.634 -1.260 -5.482
F -0.739 -2.588 0.590
F -0.706 -0.953 -4.875
F -0.215 -0.131 -2.927
F -1.932 -2.350 -3.196
F 1.834 -2.621 1.018
F -1.123 -3.920 -1.433
F 0.633 -2.220 3.086
F 1.699 -0.338 3.254
F -1.542 -1.128 -0.802
F 2.136 -2.299 -3.662
F 1.661 -1.036 -1.212
F -0.231 -3.489 -3.958
F 0.349 0.331 -0.152
O -2.742 4.139 2.488
O 2.468 2.220 2.422
O 0.329 4.976 0.189
O 1.509 3.071 0.562
O -2.994 3.027 0.449
C -0.459 -1.880 -0.531
C 0.002 -1.174 -3.746
C -0.538 -0.283 2.487
C -0.242 -2.919 -1.683
C 1.521 -1.310 1.102
C 1.531 -1.226 -4.158
C 0.375 3.882 0.635
C 1.498 2.398 1.778
C -0.540 1.157 3.019
C -0.593 -2.477 -3.144
C 0.765 -0.956 -0.204
C -0.625 3.133 1.448
C 0.040 2.194 2.120
C 0.810 -1.006 2.487
B -2.181 3.430 1.450
H -0.107 1.204 4.013
H -1.147 -0.851 3.182
H -2.512 2.706 -0.319
H -1.051 -0.323 1.539
H -1.595 1.404 3.127
H -2.783 3.660 3.318
```

## Properties
Max |F| (eV/A): 1.08
Spin multiplicity: 1
HOMO level (eV): -11.0
Structure (SMILES): O=C1OC(=O)C(B(O)O)=C1CCC(F)(F)C(F)(F)C(F)(F)C(F)(F)C(F)(F)C(F)(F)C(F)(F)C(F)(F)F
LUMO energy (eV): -0.72
Frontier orbital gap (hartree): 0.3766

=====

[4]
Below is C2IN2O as an isolated structure at a distorted geometry, with properties calculated with ωB97M-V with the def2-TZVPD basis set.

Geometry as XYZ:
```
6
Properties=species:S:1:pos:R:3
I -0.450 -1.193 -2.914
O 0.519 0.652 -0.812
N -0.176 0.014 1.231
N -0.696 -0.852 0.576
C 0.713 0.634 0.468
C -0.312 -0.292 -1.132
```

## Properties
Max |F| (eV/A): 4.13
Spin multiplicity: 1
HOMO level (spin up / spin down) (eV): -15.4 / -15.7
LUMO energy (spin up / spin down) (eV): -7.97 / -8.48
Frontier orbital gap (spin up / spin down) (hartree): 0.2714 / 0.2652
Net charge: +1